Record 1
Molecular formula: C4H5N2O2
Method: DFT, ωB97M-V/def2-TZVPD

```
13
Properties=species:S:1:pos:R:3:forces:R:3
C -0.5950 0.0614 -0.9924 -0.1 0.7 0.6
C 1.4767 -1.1508 -0.9228 1.7 -0.2 0.5
C -1.6188 0.3844 -1.7813 2.7 -0.8 1.9
C 0.7694 0.0550 2.3090 -0.8 1.8 -0.6
N -0.3691 0.4479 0.3523 -1.3 0.3 -3.0
N 0.6379 0.0055 1.0477 1.1 -2.1 0.0
O 2.4809 -1.6927 -0.7829 -2.0 0.9 0.0
O 0.5291 -0.6458 -1.5188 0.2 -0.6 -0.3
H -1.7016 0.2028 -2.7953 0.0 -0.6 -1.7
H -2.2801 1.0179 -1.3047 -1.7 1.1 0.7
H 0.2442 0.7008 2.9922 -1.1 0.1 -0.2
H 1.6157 -0.3059 2.7663 2.0 -1.3 0.4
H -1.1893 0.9193 0.6308 -0.7 0.7 1.6
```
Positions in Å, forces in eV/Å.

Calculated values
HOMO-LUMO gap: 8.7 eV
net charge: +1



Record 2
Molecular formula: C5H13O2
Method: DFT, ωB97M-V/def2-TZVPD

```
20
Properties=species:S:1:pos:R:3:forces:R:3
C -1.0474 -1.1358 0.4636 -0.3 -0.9 -6.3
O -2.2034 -0.4831 0.1209 0.1 0.2 0.9
C 0.2315 -0.8202 -0.6297 -2.6 0.4 1.8
C 0.7699 0.5781 -0.6891 0.3 2.3 0.2
C 1.9416 0.8199 -1.6438 0.2 -0.1 -2.8
C 1.2370 1.1453 0.7189 -3.1 2.0 1.0
H -0.6943 -0.9370 1.4074 0.9 0.1 2.6
H -1.2982 -2.2411 0.1804 1.2 0.8 1.2
H -0.1534 -1.0856 -1.6103 0.1 -0.3 -0.1
H 0.9966 -1.4400 -0.2745 1.4 -1.4 0.1
H 0.0134 1.2064 -1.1920 -0.3 0.0 1.0
H 2.8867 0.4767 -1.2810 0.7 -0.4 0.4
H 1.8721 0.3163 -2.7217 -0.2 0.8 2.0
H 2.1041 1.9095 -1.8950 -0.3 -0.9 0.5
H 1.8430 0.4261 1.1825 1.7 -0.7 0.4
H 0.4136 1.2270 1.5417 0.4 -0.5 -1.6
H 1.5678 2.2378 0.8491 0.3 -1.7 -1.1
H -3.6893 -0.2431 2.3626 0.6 5.5 2.8
H -3.0130 -0.9414 1.1425 -0.8 0.8 -0.1
O -3.7785 -1.0158 1.9676 -0.2 -5.9 -3.0
```
Positions in Å, forces in eV/Å.

Calculated values
multiplicity: 2
⟨S²⟩: 0.7506
HOMO-LUMO gap (alpha / beta): 2.7 / 7.4 eV
net charge: -2



Record 3
Molecular formula: C4H12
Method: DFT, ωB97M-V/def2-TZVPD

```
16
Properties=species:S:1:pos:R:3:forces:R:3
C -1.2062 -1.9024 -1.2088 -0.6 -0.8 -1.4
C 0.1668 -2.2551 -0.6755 0.6 0.0 0.9
H -1.7229 -2.6324 -1.9459 1.1 1.2 1.1
H -1.9024 -1.7406 -0.3936 -0.1 0.1 0.1
H -1.0021 -0.9194 -1.6747 -0.8 -0.5 -0.3
H 0.2955 -2.9458 0.1466 -1.0 -0.6 0.3
H 0.9022 -2.6886 -1.3803 -0.3 1.1 -0.1
H 0.4029 -1.3041 -0.1617 1.1 -0.4 -0.6
C -0.0581 1.7957 0.4313 -0.5 0.5 -0.5
C 1.0417 2.2682 1.3525 2.1 -0.9 1.3
H -0.3078 2.6122 -0.2738 -0.2 -0.3 0.4
H 0.2049 0.9589 -0.2296 0.1 0.0 0.5
H -0.9625 1.5466 1.0251 0.5 0.0 -0.5
H 1.5331 1.4404 1.9826 -0.8 0.9 -1.0
H 0.7063 2.9680 2.1021 -0.5 0.3 0.2
H 1.9086 2.7983 0.9037 -0.6 -0.5 -0.3
```
Positions in Å, forces in eV/Å.

Calculated values
SMILES: CC.CC
HOMO-LUMO gap: 12.5 eV
net charge: 0



Record-wise E values, in hartree: -415.0052, -348.5860, -159.5595